Record 1
Here is a cluster of 2 separate species, C4H8ClN4 in total from the OMol25 dataset. Energies are from ωB97M-V/def2-TZVPD.

```
17
C4H8ClN4 | the OMol25 dataset | ωB97M-V/def2-TZVPD
C 2.3330 -1.2363 0.1152
C 1.0375 -1.3836 0.3972
C 2.8783 0.1170 -0.1642
C 0.6813 0.8767 -0.0209
N 1.9491 1.1485 -0.1777
N 0.2274 -0.2894 0.3498
N -1.1311 -0.4821 0.5654
N -3.0307 1.1185 -0.4451
Cl 4.4969 0.3801 -0.4665
H 3.0767 -1.9977 0.0972
H 0.5928 -2.3231 0.9090
H -0.0558 1.7878 -0.0446
H -1.8437 0.2558 0.4624
H -1.3851 -1.4660 0.7465
H -2.4212 0.9661 -1.2819
H -3.5096 2.0034 -0.4576
H -3.8956 0.5242 -0.5841
```

As for the relative energy (zero: lowest compared OMol25 entry of this formula, charge and spin): 244.8 kJ/mol. As for the LUMO energy: -4.7 eV. As for the net charge: +1. The value obtained for the HOMO-LUMO gap is 8.76 eV.



Record 2
Here is a structure of composition C24H49AsBrO32S9 from the OMol25 dataset. Energies are from ωB97M-V/def2-TZVPD.

```
116
C24H49AsBrO32S9 | the OMol25 dataset | ωB97M-V/def2-TZVPD
C 4.4942 0.9858 0.9503
C 3.1415 0.3122 0.5972
C 2.1001 1.3149 0.2089
Br 1.3800 2.1965 1.8189
As 0.5012 0.6064 -0.9005
S 0.7638 -1.6210 -0.0799
C -0.7270 -2.5375 -0.5277
C -2.0355 -1.8204 -0.4448
O -2.9545 -2.1172 -1.1973
O -2.1568 -0.8716 0.4936
C -2.9900 0.2082 0.1202
C -2.5463 1.4948 0.7539
C -2.4144 1.3677 2.2397
O -3.5377 2.4969 0.4126
C -3.0352 3.4751 -0.3623
O -3.0223 4.6365 0.0046
C -2.5644 3.0561 -1.7419
S -1.4844 4.3053 -2.4744
H 4.5059 2.0092 0.6265
H 5.3179 0.4709 0.4827
H 4.6160 0.9644 2.0204
H 2.8076 -0.2505 1.4461
H 3.3281 -0.3479 -0.2357
H 2.5160 2.1204 -0.3687
H 1.4831 0.3509 -2.0873
H -0.7142 0.0864 -1.8089
H -0.4326 0.8750 0.3091
H 0.1729 2.0798 -1.4183
H -0.7622 -3.4468 0.0479
H -0.6628 -2.8299 -1.5584
H -3.0766 0.3147 -0.9486
H -3.9922 0.0141 0.4849
H -1.5825 1.8377 0.3981
H -1.6496 0.6376 2.4132
H -2.0971 2.2930 2.6805
H -3.3498 1.0146 2.6525
H -3.4315 2.9598 -2.3741
H -2.0291 2.1235 -1.6919
H -0.3970 3.5569 -2.6694
C -0.6498 -8.3147 -0.4152
C -0.4680 -7.8553 1.0155
O 0.8850 -7.3921 1.0658
S 1.2893 -6.7419 -0.3459
O 1.1226 -5.3436 -0.2804
O 2.4963 -7.3424 -0.7771
O 0.0667 -7.3529 -1.1925
H -0.2032 -9.2982 -0.5790
H -1.6924 -8.3316 -0.7202
H -0.6116 -8.6562 1.7349
H -1.1306 -7.0214 1.2571
C -1.4163 -1.4365 7.0645
C -2.2303 -0.1778 7.2842
O -1.3076 0.8838 7.0110
S -0.2824 0.4308 5.8663
O -0.7363 0.9364 4.6272
O 1.0303 0.6690 6.3391
O -0.5936 -1.1395 5.9302
H -0.7647 -1.6494 7.9155
H -2.0369 -2.3034 6.8559
H -2.6043 -0.0884 8.3002
H -3.0561 -0.1095 6.5852
C -5.7308 0.6221 10.0523
C -6.8896 1.5443 9.7415
O -6.7613 1.8074 8.3391
S -6.1673 0.5222 7.5955
O -7.2249 -0.2295 7.0351
O -5.0504 0.9313 6.8310
O -5.6467 -0.2415 8.9086
H -4.7932 1.1744 10.1418
H -5.8938 0.0315 10.9490
H -6.8458 2.4755 10.2978
H -7.8505 1.0559 9.9167
C 2.1128 2.9027 -4.9693
C 3.3080 2.7317 -5.8773
O 4.3647 2.3220 -5.0022
S 3.7594 1.4289 -3.8119
O 3.9259 0.0634 -4.1482
O 4.2175 1.9633 -2.5857
O 2.2212 1.8232 -4.0346
H 2.1501 3.8477 -4.4229
H 1.1701 2.8302 -5.5040
H 3.5815 3.6473 -6.3924
H 3.1384 1.9380 -6.6064
C 3.2834 0.5133 -11.2305
C 2.5701 0.0207 -9.9933
O 3.1475 0.7853 -8.9296
S 3.5338 2.2443 -9.4474
O 2.4920 3.1375 -9.0922
O 4.8805 2.4936 -9.0963
O 3.4285 1.9314 -11.0144
H 4.2773 0.0730 -11.3216
H 2.7202 0.3285 -12.1398
H 2.7211 -1.0389 -9.8178
H 1.5004 0.2381 -10.0353
C 0.1243 5.8206 7.2470
C -0.5436 4.4852 7.0149
O -0.5638 3.8698 8.3153
S -0.7326 4.9892 9.4362
O -2.0971 5.0797 9.8116
O 0.2824 4.8126 10.4068
O -0.3823 6.2542 8.5219
H 1.2083 5.7200 7.3204
H -0.1227 6.5501 6.4819
H -0.0034 3.8601 6.3098
H -1.5741 4.6058 6.6761
C 3.7350 -4.3065 -7.6582
C 2.2773 -4.6466 -7.8777
O 2.0067 -4.1790 -9.2123
S 3.3134 -4.3461 -10.1161
O 3.2166 -5.5404 -10.8668
O 3.5800 -3.0974 -10.7363
O 4.3564 -4.5709 -8.9307
H 3.8708 -3.2507 -7.4187
H 4.1970 -4.9155 -6.8879
H 1.6191 -4.1526 -7.1701
H 2.1054 -5.7240 -7.8491
```

As for the LUMO energy: 1.5 eV. As for the net charge: -1. The value obtained for the HOMO-LUMO gap is 5.77 eV.



Record 3
Here is a structure of composition C2H6KS from the OMol25 dataset. Energies are from ωB97M-V/def2-TZVPD.

```
10
C2H6KS | the OMol25 dataset | ωB97M-V/def2-TZVPD
S -0.6335 -0.3371 -0.2792
C 0.1445 1.2340 -0.6895
C 0.5285 -0.8759 0.9862
H -0.4568 1.7176 -1.4776
H 1.1702 1.0895 -1.0684
H 0.1837 1.9053 0.1848
H 1.5476 -0.9840 0.5784
H 0.5611 -0.1683 1.8316
H 0.1939 -1.8575 1.3617
K -3.2394 -1.7236 -1.4279
```

As for the relative energy (zero: lowest compared OMol25 entry of this formula, charge and spin): 0.0 kJ/mol. As for the LUMO energy: -4.1 eV. As for the net charge: +1. The value obtained for the HOMO-LUMO gap is 8.41 eV.